(1)
{"formula": "C5H32N2O10", "method": "ωB97M-V with the def2-TZVPD basis set", "species": ["O", "H", "O", "O", "O", "H", "H", "H", "H", "H", "C", "H", "C", "O", "H", "O", "H", "C", "H", "H", "H", "H", "H", "C", "O", "H", "H", "H", "H", "O", "H", "H", "N", "H", "C", "H", "H", "H", "H", "H", "O", "H", "N", "H", "H", "H", "O", "H", "H"], "positions_angstrom": [[-1.0589, 4.2691, 0.5490], [3.4063, 0.4957, -2.3518], [-3.4902, 0.0547, 2.6829], [1.4628, -2.8011, -1.3960], [1.6645, 4.0463, 0.1545], [0.9474, -3.0801, -0.6298], [-1.6132, -4.0423, 0.8708], [-2.4253, 0.3961, -1.2617], [3.0251, -0.9489, -2.5377], [0.5787, 0.2177, -1.0601], [-1.3605, 0.4384, -0.7188], [-2.3103, -3.9833, -0.5107], [1.2155, -1.5583, 2.7593], [-1.4955, -3.9654, -0.0100], [-1.7411, 2.1508, 1.3635], [-3.1486, -1.4916, -2.0257], [2.7603, 0.6072, -0.2276], [-1.4009, -0.2490, 0.5440], [1.7650, 1.4420, -0.9784], [-0.0773, 4.2475, 0.6408], [-2.4223, -0.7510, 0.8871], [-3.5069, -0.8840, -1.3460], [-0.4297, -0.0489, -3.8180], [-0.2978, -0.3356, 1.3026], [2.1230, 1.3050, -0.0806], [-2.9563, 0.7974, 3.2812], [0.6306, 0.3499, 1.1518], [1.3471, -1.7106, 3.8659], [1.7298, -0.6098, 2.7375], [3.5650, -0.9401, -0.2747], [0.4871, 1.0577, -3.2788], [1.1763, -3.4596, -2.1567], [-0.2268, -1.4136, 2.2503], [-1.0534, 3.5183, -0.1334], [-0.2856, -0.0698, -1.6891], [1.3203, 4.2169, -0.7596], [3.8784, -1.2045, 0.6443], [-0.2446, -1.1368, -1.6804], [-1.7482, 3.4261, 2.1271], [1.6814, -2.4020, 2.2269], [2.7427, -0.1032, -2.7234], [-0.8836, -1.2467, 3.0400], [-0.3295, 0.5703, -3.0816], [-3.2290, 0.5952, 1.9081], [-2.1710, -1.3160, -2.0177], [-1.0361, 1.4690, -0.4414], [-1.5894, 2.5252, 2.2790], [2.2162, 3.2358, 0.2313], [2.8085, -1.6803, -0.3081]], "atomic_forces_ev_per_a": [[1.062, -1.338, -2.423], [-0.036, -0.455, -0.225], [2.521, 4.015, 1.888], [-0.566, -1.959, -2.193], [-0.276, 0.453, -0.650], [-0.427, -0.163, -0.076], [-1.101, -0.265, 4.349], [2.571, 1.155, 1.345], [0.994, -2.893, 0.781], [-0.003, -0.541, -1.346], [-2.540, 2.209, -2.411], [-0.329, 0.085, 0.358], [-1.445, -0.168, 1.193], [1.598, 0.346, -4.798], [0.469, 0.476, 1.747], [0.756, 0.194, 0.335], [0.590, -0.924, 0.179], [-1.430, -1.928, 1.956], [0.192, 0.015, 0.598], [-0.309, 0.491, 0.684], [2.775, 0.373, -0.950], [0.263, -0.775, -0.641], [-0.458, -1.792, -1.303], [0.097, -0.417, -0.231], [-0.443, 1.443, -0.633], [-2.046, -2.945, -1.336], [-1.703, -1.555, 0.079], [-0.880, -0.629, -0.887], [0.480, 0.299, -1.019], [-1.662, -3.538, 2.357], [1.768, 0.955, -0.097], [0.895, 2.011, 2.504], [1.729, 0.996, 2.001], [-0.782, 1.574, 1.180], [0.423, 1.603, -0.390], [1.064, -0.659, 1.122], [0.013, 0.900, -1.516], [-0.130, -0.833, -0.402], [-0.161, 2.160, -0.325], [0.155, 0.593, 0.148], [-0.869, 3.510, -0.897], [0.612, -0.223, -0.762], [-1.324, 0.071, 3.796], [-0.670, -0.843, -0.151], [-1.530, -0.328, 0.024], [-0.637, 0.014, -0.952], [-0.485, -3.433, -0.597], [-0.722, 0.348, -0.630], [1.940, 2.313, -0.781]], "lowdin_charge": [-0.105, 0.053, -0.152, -0.096, -0.082, 0.023, -0.030, 0.132, -0.021, 0.065, -0.260, 0.042, -0.106, -0.004, 0.025, -0.084, -0.016, -0.190, 0.043, 0.013, 0.141, 0.031, 0.031, -0.157, -0.086, 0.126, 0.132, 0.082, 0.053, -0.122, 0.013, 0.134, -0.073, 0.061, -0.243, 0.076, 0.094, 0.078, -0.013, 0.064, -0.015, 0.116, 0.063, -0.014, 0.019, 0.092, -0.065, 0.033, 0.095], "de_lowest_kj_mol": 625.7, "gap_ev": 8.1, "total_energy_ha": -1071.44114, "homo_energy_ha": -0.2999, "smiles": "CN/C=C/CCN.O.O.O.O.O.O.O.O.O.O"}

(2)
{"formula": "C4H13NO", "method": "ωB97M-V with the def2-TZVPD basis set", "species": ["H", "H", "C", "C", "C", "H", "H", "H", "H", "N", "H", "H", "O", "H", "H", "H", "C", "H", "H"], "positions_angstrom": [[-3.0015, -0.1207, -0.7945], [2.3811, -0.6863, 1.0733], [2.0213, 0.0217, 0.3511], [-1.7977, 0.5027, 0.9120], [-1.9219, -0.0069, -0.5480], [1.8139, 0.0754, -1.6367], [-0.4549, -1.2239, -1.6298], [3.7513, 1.0558, 0.8159], [-2.6761, 0.2233, 1.5086], [2.8709, 1.1791, 0.3355], [-0.6470, -1.8734, -0.1032], [-1.1220, -0.0341, 1.6327], [1.7015, -0.5197, -0.8915], [2.5497, 2.1177, 0.4948], [-1.6290, 1.5584, 1.0091], [0.9770, 0.2712, 0.9614], [-1.2547, -1.3751, -0.8972], [-1.5769, 0.8332, -1.1742], [-1.9850, -1.9984, -1.4193]], "atomic_forces_ev_per_a": [[0.626, 0.265, 0.278], [0.830, -0.966, -0.509], [-3.385, 2.346, 2.337], [-0.391, -1.883, 1.443], [-0.208, -0.026, 0.448], [0.260, 0.472, 0.442], [-0.254, 0.168, -0.066], [-0.120, -0.102, -0.191], [-0.582, 0.580, -0.497], [0.990, -0.315, -0.260], [-1.192, 0.262, -0.180], [0.463, 0.429, -1.370], [0.298, -0.964, -0.034], [-0.692, -0.249, 0.020], [0.048, 0.460, -0.036], [2.107, -0.140, -1.811], [0.920, 0.671, -0.523], [0.128, -0.641, -0.090], [0.152, -0.369, 0.599]], "lowdin_charge": [0.093, 0.099, -0.375, -0.146, -0.286, 0.090, 0.038, 0.066, 0.058, 0.015, 0.078, 0.063, -0.070, 0.064, 0.051, 0.135, -0.123, 0.091, 0.058], "de_lowest_kj_mol": 166.0, "gap_ev": 10.6, "total_energy_ha": -290.13370, "homo_energy_ha": -0.3524, "smiles": "CCC.NCO"}